A structure of composition C30H19Br2IrN7O8 in a non-equilibrium geometry. Source: OMol25; level of theory: ωB97M-V/def2-TZVPD.

Computed properties:
- frontier orbital gap (spin up / spin down) (eV) = 6.4 / 5.2
- spin multiplicity = 2
- net charge = +2
- HOMO energy (spin up / spin down) (eV) = -13.32 / -13.31

```
67
Properties=species:S:1:pos:R:3:lowdin_spin:R:1
Ir 0.4809 -0.3251 0.7297 0.630
O -4.8194 0.7063 0.1139 0.002
C -4.4503 1.3268 1.2361 0.001
C -5.4627 1.9505 1.9696 0.000
C -5.1670 2.6072 3.1393 0.001
C -3.8515 2.6687 3.6259 0.000
C -2.8487 2.0630 2.9203 0.000
C -3.1201 1.3798 1.7141 0.002
C -2.0420 0.7509 1.0091 0.000
O -0.8094 0.8932 1.5070 0.065
N -2.2291 0.1019 -0.1250 0.005
N -1.0616 -0.4027 -0.5983 -0.001
C -0.9683 -0.9301 -1.7623 0.015
C 0.3750 -1.3319 -2.1601 0.005
C 0.6866 -1.9161 -3.3753 0.007
C 2.0147 -2.2152 -3.6432 -0.005
C 2.9825 -1.9230 -2.6951 0.009
C 2.5966 -1.3489 -1.4955 0.009
N 1.3232 -1.0575 -1.2424 0.121
H -4.0506 0.2933 -0.3135 0.000
H -6.4727 1.8959 1.5883 0.000
H -5.9646 3.0836 3.6937 0.000
H -3.6372 3.1888 4.5482 0.000
H -1.8298 2.0982 3.2785 0.000
H -1.8353 -1.0185 -2.4059 0.000
H -0.0963 -2.1278 -4.0905 0.001
H 2.2895 -2.6752 -4.5828 0.000
H 4.0255 -2.1463 -2.8684 0.001
H 3.3130 -1.1351 -0.7139 0.001
Br 3.7852 5.1942 -1.0310 0.000
C 2.8451 3.6575 -0.5754 0.000
C 1.8719 3.1458 -1.4263 0.001
C 1.2065 2.0011 -1.0511 -0.001
N 1.4650 1.3700 0.1018 -0.004
C 2.3918 1.8716 0.9439 0.000
C 3.1037 3.0110 0.6270 0.000
C 2.5414 1.1277 2.2087 0.003
C 3.3948 1.4964 3.2272 -0.001
C 3.3998 0.7554 4.4039 0.004
Br 4.5391 1.2232 5.7958 0.002
C 2.5327 -0.3230 4.5305 -0.001
C 1.7129 -0.6376 3.4694 0.002
N 1.7292 0.0561 2.3249 0.001
H 1.6327 3.6298 -2.3620 0.000
H 0.4400 1.5710 -1.6799 0.000
H 3.8477 3.4066 1.3017 0.000
H 4.0443 2.3530 3.1282 0.000
H 2.4921 -0.9074 5.4381 0.000
H 1.0100 -1.4559 3.5346 0.000
O -0.4611 -1.9760 1.4973 -0.005
C 0.5267 -2.7988 1.4013 0.007
O 1.5977 -2.3165 0.9512 0.121
C 0.3823 -4.1988 1.8189 0.002
C -0.8292 -4.6469 2.3375 0.000
C -0.9251 -5.9681 2.7188 0.000
C 0.1261 -6.8581 2.6025 0.000
C 1.3101 -6.3718 2.0804 0.000
C 1.4662 -5.0611 1.6858 0.001
N 2.4633 -7.2947 1.9351 0.000
O 2.3004 -8.4353 2.2924 0.000
O 3.4712 -6.8312 1.4442 0.000
N -2.2137 -6.4514 3.2751 0.000
O -3.1042 -5.6347 3.3684 0.000
O -2.2686 -7.6137 3.5945 0.000
H -1.6830 -3.9931 2.4445 0.000
H 0.0259 -7.8906 2.9068 0.000
H 2.4126 -4.7288 1.2841 0.001
```



A cluster of 2 separate species, C2H10N3 in total in a non-equilibrium geometry. Source: OMol25; level of theory: ωB97M-V/def2-TZVPD.

Computed properties:
- frontier orbital gap (spin up / spin down) (eV) = 12.2 / 6.5
- spin multiplicity = 2
- net charge = +2
- HOMO energy (spin up / spin down) (eV) = -20.61 / -20.55

```
15
Properties=species:S:1:pos:R:3:lowdin_spin:R:1
C 0.1428 -0.3455 1.8711 0.093
N -0.9110 -1.0287 1.0441 0.717
H 1.0572 -0.2234 1.2768 0.012
H 0.3458 -0.8877 2.7945 0.055
H -0.2421 0.6563 2.0882 0.005
H -0.5424 -1.9541 0.7930 0.014
H -1.8501 -0.9807 1.4552 0.016
H 0.9649 -0.7368 -1.1019 0.000
N -0.6709 1.0372 -0.9104 0.058
C 0.3391 0.9233 -1.8027 0.006
N 1.2924 0.0359 -1.6604 0.008
H -1.5081 1.4587 -1.3213 0.001
H -0.9783 0.3054 -0.1849 0.011
H 0.2602 1.7031 -2.5638 0.003
H 2.3007 0.0369 -1.7775 0.000
```



A cluster of 2 separate species, C4H8P2 in total in a non-equilibrium geometry. Source: OMol25; level of theory: ωB97M-V/def2-TZVPD.

Computed properties:
- frontier orbital gap (spin up / spin down) (eV) = 7.0 / 6.8
- HOMO energy (spin up / spin down) (eV) = -7.72 / -7.80

```
14
Properties=species:S:1:pos:R:3:nbo_charge:R:1
C 0.7271 -0.2606 0.3262 -0.134
C 0.4562 1.0220 -0.0830 -0.310
C 1.7784 -1.2041 -0.2477 -0.653
C -0.5940 1.9327 0.3246 -0.353
P -1.7809 -1.2951 0.0972 -0.042
P -3.0485 0.2268 -0.1415 0.041
H 0.2058 -0.4471 1.3230 0.199
H 0.7638 1.1958 -1.1468 0.186
H 2.0884 -0.7179 -1.2305 0.224
H 2.5703 -1.2170 0.6114 0.233
H 1.2252 -2.0835 -0.3276 0.225
H -0.8960 2.8176 -0.2456 0.205
H -0.8013 2.1204 1.3449 0.187
H -2.6945 -2.0899 -0.6048 -0.007
```



The molecule C5H9OP in a non-equilibrium geometry. Source: OMol25; level of theory: ωB97M-V/def2-TZVPD.

Computed properties:
- frontier orbital gap (eV) = 10.1
- HOMO energy (eV) = -9.10

```
16
Properties=species:S:1:pos:R:3:nbo_charge:R:1
C 0.0390 -0.9642 0.3013 -0.427
C -1.3946 -0.9833 0.7892 -0.687
C -0.6373 1.2264 -0.3005 -0.170
C 0.5170 0.4520 0.0821 0.175
C 1.8976 0.7187 -0.3800 -0.630
O -0.1182 1.2742 1.0120 -0.502
P -2.2158 0.0812 -0.4947 0.498
H 0.6866 -1.5449 1.0100 0.216
H 0.1901 -1.5417 -0.6780 0.207
H -1.8731 -2.0008 0.6129 0.233
H -1.4823 -0.6946 1.8550 0.253
H -0.5457 2.2329 -0.7216 0.209
H 2.0225 1.8307 -0.5041 0.226
H 1.8092 0.1251 -1.3534 0.224
H 2.7485 0.5039 0.2790 0.229
H -1.6436 -0.7156 -1.5093 -0.054
```



A cluster of 2 separate species, C5H12O2 in total. Source: OMol25; level of theory: ωB97M-V/def2-TZVPD.

Computed properties:
- frontier orbital gap (eV) = 10.8
- HOMO energy (eV) = -9.87

```
19
Properties=species:S:1:pos:R:3:nbo_charge:R:1
C 2.3880 0.1519 1.4669 -0.601
C 1.0242 0.7173 1.1117 -0.514
C 0.3420 -0.1184 0.0412 0.640
O 0.3976 -1.3352 0.0886 -0.596
C -0.4093 0.6641 -1.0187 -0.519
C -1.3072 -0.1215 -1.9747 -0.618
O -2.3975 -1.1567 0.8310 -0.953
H 2.3054 -0.8974 1.7644 0.227
H 3.0316 0.1846 0.5840 0.204
H 2.8687 0.7150 2.2719 0.213
H 0.4032 0.7941 2.0192 0.241
H 1.0979 1.7408 0.7332 0.207
H 0.3148 1.2719 -1.5904 0.232
H -1.5145 -1.5363 0.6943 0.486
H -0.9914 1.3891 -0.4348 0.237
H -0.9786 -1.1548 -2.1414 0.226
H -2.3311 -0.1577 -1.5903 0.213
H -1.3331 0.3667 -2.9537 0.213
H -2.9108 -1.5177 0.0977 0.465
```



The molecule C2H3NO3 in a non-equilibrium geometry. Source: OMol25; level of theory: ωB97M-V/def2-TZVPD.

Computed properties:
- frontier orbital gap (eV) = 11.1
- HOMO energy (eV) = -10.34

```
9
Properties=species:S:1:pos:R:3:nbo_charge:R:1
C 1.0611 -1.3893 -0.1711 0.519
C -1.1113 1.3735 -0.0725 0.629
H 0.9941 -1.4879 -1.2926 0.121
H 0.3527 0.1164 1.1047 0.406
H -1.7175 1.8488 -0.8723 0.142
N 0.1182 -0.4951 0.3327 -0.358
O 1.8309 -1.9721 0.5303 -0.542
O -0.5175 0.2798 -0.6332 -0.352
O -1.0108 1.7259 1.0739 -0.565
```



The molecule C6H4N2 in a non-equilibrium geometry. Source: OMol25; level of theory: ωB97M-V/def2-TZVPD.

Computed properties:
- frontier orbital gap (eV) = 10.0
- HOMO energy (eV) = -10.56

```
12
Properties=species:S:1:pos:R:3:nbo_charge:R:1
C 0.7982 -1.4796 -0.5397 -0.290
C 0.7930 -0.2531 -0.1576 -0.152
C 1.8805 0.6731 0.1843 0.245
C -0.6050 0.3320 0.0043 -0.133
C -1.5791 -0.3520 0.5911 -0.309
C -0.6259 1.7834 -0.2653 0.246
H -0.2388 -1.8413 -0.8960 0.222
H 1.6414 -2.0417 -0.8468 0.223
H -1.2742 -1.3228 1.0703 0.218
H -2.6406 -0.0339 0.8682 0.241
N 2.5936 1.6355 0.4442 -0.246
N -0.7432 2.9004 -0.4571 -0.265
```



A structure of composition C44H80BN2O11Rb in a non-equilibrium geometry. Source: OMol25; level of theory: ωB97M-V/def2-TZVPD.

Computed properties:
- frontier orbital gap (eV) = 6.1
- net charge = -2
- HOMO energy (eV) = -2.44

```
139
Properties=species:S:1:pos:R:3:mulliken_charge:R:1
Rb -0.9781 -1.6699 1.2149 0.269
C 0.6953 -3.7646 4.3243 -1.419
N 0.6601 -2.3864 3.8496 1.220
C -0.0274 -1.6209 4.8427 -0.978
C 1.9923 -1.9797 3.5547 -1.217
C 2.2652 -0.5094 3.2320 -0.912
N 1.7808 -0.2016 1.9118 1.378
C 1.6054 1.2245 1.6035 -0.266
C 1.0436 2.1235 2.6716 -0.018
C 1.8565 3.0473 3.2251 -0.475
C 1.5000 3.9338 4.2527 -1.003
C 0.1769 3.9037 4.6399 0.044
C -0.7723 2.9617 4.1006 -0.439
C -0.3445 2.0608 3.0540 -0.023
O -1.0539 1.1529 2.5129 -0.125
C -2.2546 2.9683 4.6830 2.675
C -3.2391 3.2714 3.5011 -1.471
C -2.5526 1.6396 5.3199 -1.499
C -2.4936 4.0375 5.7268 -2.371
C 2.5328 4.8505 4.9108 2.353
C 1.8273 5.8770 5.8647 -2.287
C 3.2805 5.6894 3.8293 -1.739
C 3.4983 3.9540 5.6538 -1.597
C 2.5678 -0.9601 0.8790 -0.910
C 2.8169 -0.1431 -0.4104 0.090
C 4.1196 0.1499 -0.7724 -0.301
C 4.4693 0.5929 -2.0428 -0.802
C 3.4121 0.7721 -2.8990 -0.040
C 2.0635 0.5484 -2.5968 -0.529
C 1.7585 0.0352 -1.3090 0.114
O 0.5892 -0.4093 -0.8297 0.241
C 1.0061 0.7169 -3.6855 3.285
C 1.6773 1.0115 -5.0100 -2.447
C 0.0460 -0.4435 -3.9661 -1.966
C 0.1176 1.9880 -3.2375 -1.267
C 5.9222 0.6204 -2.5626 2.054
C 6.9978 0.0916 -1.5984 -2.113
C 6.3553 2.0215 -2.9498 -1.752
C 6.0385 -0.2967 -3.8275 -1.788
H 1.1002 -3.8724 5.3205 0.450
H 1.2378 -4.4159 3.6566 0.340
H -0.3222 -4.1539 4.4320 0.295
H 0.6094 -1.5378 5.7394 0.313
H -1.0068 -2.1390 5.1568 0.331
H -0.2614 -0.6680 4.5119 -0.050
H 2.4086 -2.6111 2.7258 0.415
H 2.5580 -2.3119 4.4509 0.465
H 3.3511 -0.3630 3.3056 0.163
H 1.6888 0.1294 3.9563 0.480
H 0.8713 1.3336 0.7842 -0.395
H 2.5293 1.7014 1.2876 0.541
H 2.8199 3.1379 2.7224 0.400
H -0.0874 4.5875 5.4808 0.363
H -3.2029 2.4664 2.7472 0.066
H -2.7670 4.1527 3.0006 0.349
H -4.2406 3.4920 3.8067 0.499
H -3.6043 1.5888 5.6091 0.422
H -1.9470 1.3960 6.1428 0.403
H -2.3939 0.7292 4.7149 -0.002
H -2.1767 5.0347 5.4281 0.400
H -1.8503 3.8315 6.6132 0.388
H -3.5439 4.0752 5.9728 0.454
H 0.9985 6.3278 5.3801 0.479
H 2.5003 6.6416 6.2624 0.387
H 1.5417 5.2868 6.6823 0.487
H 2.4654 6.1167 3.1496 0.326
H 4.0115 5.1584 3.2848 0.382
H 3.7888 6.5904 4.1908 0.448
H 3.1340 3.4991 6.5997 0.314
H 4.4655 4.5542 5.9487 0.337
H 3.7735 3.1161 5.0342 0.352
H 2.0937 -1.9507 0.6479 -0.155
H 3.4791 -1.3997 1.3510 0.776
H 4.8846 -0.1183 -0.0129 0.248
H 3.6570 0.9509 -3.9665 0.120
H 2.3515 0.1885 -5.3022 0.467
H 2.3272 1.9155 -4.9437 0.398
H 0.8695 1.0939 -5.8031 0.376
H 0.5195 -1.4059 -4.2508 0.311
H -0.6188 -0.1320 -4.7802 0.516
H -0.6653 -0.7236 -3.1773 0.182
H 0.8350 2.8203 -3.0139 0.250
H -0.4279 1.8434 -2.3233 0.221
H -0.6130 2.2813 -4.0055 0.366
H 7.1193 0.6315 -0.6827 0.429
H 7.9577 0.0099 -2.0755 0.455
H 6.8312 -0.9305 -1.2943 0.464
H 6.5521 2.5949 -2.0356 0.354
H 5.5412 2.5851 -3.3912 0.294
H 7.2402 1.8683 -3.5020 0.506
H 5.4930 -1.2061 -3.6609 0.353
H 7.0960 -0.5617 -3.9034 0.515
H 5.7649 0.1597 -4.7577 0.382
O -3.5264 -2.7769 2.6280 -0.621
H -3.6594 -1.8176 2.3481 0.379
H -3.9295 -3.2431 1.8790 0.282
O -3.3517 -0.0792 2.3278 -0.758
H -3.5454 0.1051 1.3755 0.346
H -2.5239 0.4694 2.5475 -0.025
O -1.9194 0.8674 -0.0893 -0.740
H -1.4275 1.2199 0.7209 0.396
H -1.2282 0.4247 -0.6036 -0.016
O -3.6830 1.4432 -2.4000 -0.689
H -3.5373 0.5562 -2.7098 0.312
H -2.9982 1.5296 -1.6906 0.302
O 0.1171 -3.1360 -1.1317 -0.500
H -0.8183 -3.3184 -1.0592 0.064
H 0.2596 -2.1255 -1.1542 0.141
O 1.3356 -4.8103 0.8103 -0.670
H 1.1633 -4.4972 -0.0556 0.254
H 0.4995 -4.9256 1.2627 0.337
O -1.4874 -4.7193 1.5006 -0.567
H -1.8331 -4.2857 2.2649 0.237
H -2.0852 -4.5072 0.7134 0.054
C -6.3687 -3.1711 -7.4835 -2.203
C -4.9520 -3.0880 -6.8892 2.389
C -4.0800 -4.1068 -7.7023 -1.635
C -4.3031 -1.7754 -7.2572 -1.813
C -4.8825 -3.2733 -5.4239 0.526
C -6.0334 -3.5937 -4.7145 -0.654
C -6.0239 -3.9057 -3.3272 -1.504
C -4.7986 -3.8849 -2.6587 0.709
O -4.4127 -4.0236 -1.3573 -0.643
B -2.9313 -3.7494 -1.2536 0.346
O -2.5733 -3.4882 -2.5762 -0.803
C -3.6897 -3.5086 -3.3614 -0.083
C -3.6375 -3.2425 -4.6870 -0.403
H -6.4568 -3.0506 -8.5801 0.373
H -6.9264 -2.3813 -6.9939 0.489
H -6.9045 -4.0980 -7.2926 0.419
H -3.7633 -3.7321 -8.6859 0.338
H -4.4072 -5.0973 -7.8320 0.446
H -3.1830 -4.1978 -7.0778 0.353
H -4.5453 -1.4967 -8.2980 0.457
H -3.2412 -1.8842 -7.1019 0.392
H -4.7747 -1.0489 -6.6242 0.411
H -7.0068 -3.6349 -5.1533 0.419
H -6.8829 -4.3579 -2.8569 0.380
H -2.7365 -2.8308 -5.1720 0.379
```



What are the relative energy (zero: lowest compared OMol25 entry of this formula, charge and spin) values for these records? In order: 0.304, 1.267, 4.020, 1.827, 0.475, 2.649, 2.275, 1.780 eV.